Record 1
94
Properties=species:S:1:pos:R:3:lowdin_charge:R:1 method="wB97M-V/def2-TZVPD" total_charge=+1 e_lumo_ev="-2.694 / -7.398" homo_lumo_gap_ev="7.3 / 2.6" spin_multiplicity=2
H 7.31084 -29.66432 13.16913 0.063
H 11.11218 -27.70991 14.91421 0.072
O 6.88126 -27.86520 11.09090 0.031
C 6.98035 -26.03906 12.59830 0.027
H 10.97837 -33.33247 17.03527 0.075
H 10.00233 -30.07502 16.02210 0.052
H 11.45985 -24.95375 11.90167 0.073
C 11.29546 -29.93013 12.20187 -0.071
H 6.31235 -18.70937 10.74519 0.088
O 5.33673 -27.74961 12.58956 0.068
H 3.17124 -22.63522 10.76786 0.059
H 13.26843 -31.51821 13.36613 0.084
H 12.13039 -26.57752 11.77726 0.090
P 10.40571 -25.15888 14.72322 0.642
H 7.12597 -31.91949 12.27369 0.074
H 3.76547 -23.64786 14.67765 0.086
H 8.68928 -31.03422 16.62991 0.070
N 6.37611 -27.32768 12.10127 -0.407
H 7.54741 -19.53303 12.72607 0.063
O 10.71157 -33.00883 13.16114 -0.273
H 7.02901 -32.61979 13.82296 0.070
H 9.27923 -33.56337 16.69710 0.077
H 1.15071 -19.50410 11.48453 0.087
H 12.83654 -23.49052 16.60128 0.097
C 11.38383 -25.96990 12.28867 -0.053
H 10.50138 -23.26128 17.39492 0.099
N 5.42246 -19.87457 12.21249 -0.299
C 8.12706 -29.93707 13.83808 -0.083
N 11.37239 -30.51005 13.62533 -0.275
O 9.02233 -25.80086 14.80506 -0.264
H 9.15917 -24.25198 16.92370 0.092
H 2.67445 -18.56084 11.21435 0.077
H 6.65970 -20.15086 14.03455 0.051
H 6.17640 -20.45319 10.39977 0.073
C 6.57227 -19.44840 13.20570 -0.051
H 5.89487 -22.54511 11.79844 0.072
N 2.88426 -20.67138 11.52402 -0.291
H 2.01893 -19.50708 9.95344 0.075
H 12.95946 -31.20110 15.03044 0.075
C 3.04742 -21.62748 10.37134 -0.091
N 10.52993 -23.61519 14.03457 -0.193
H 10.23901 -29.91704 11.93386 0.066
N 4.36122 -22.13537 13.27395 -0.318
H 2.66085 -23.08039 13.36952 0.083
H 11.70825 -28.92232 12.24675 0.035
H 12.77916 -24.98326 17.52156 0.106
H 5.79539 -23.62852 13.17353 0.047
H 4.70523 -19.34695 10.42004 0.063
C 10.17430 -24.29819 17.31800 -0.034
H 2.10730 -21.59095 9.82095 0.080
H 6.83990 -25.87548 13.66676 0.083
H 10.40827 -26.39764 12.05758 0.074
H 13.39743 -29.91680 14.16897 0.056
C 2.14420 -19.49635 11.03617 -0.130
H 4.62734 -23.80081 11.87338 0.071
C 9.45699 -22.66379 13.95805 -0.074
H 8.06276 -26.13469 12.51258 0.058
H 6.35053 -18.51682 13.72636 0.077
C 7.75378 -32.34473 13.05671 -0.066
H 3.81955 -21.29782 9.67618 0.070
N 10.29739 -32.03218 15.57444 -0.293
C 3.41541 -22.79157 14.10117 -0.141
C 5.19862 -23.07324 12.44991 -0.111
H 11.99735 -22.31897 13.07423 0.100
C 12.00150 -27.27101 14.46191 -0.103
H 7.76603 -30.13770 14.84679 0.064
C 12.78091 -30.80500 14.03078 -0.124
P 10.30650 -31.81796 13.91190 0.504
H 12.58296 -27.93820 13.82562 0.063
H 9.56862 -21.96198 13.13155 0.110
H 10.13116 -31.02683 17.54915 0.082
H 8.30507 -33.23784 12.76252 0.067
H 8.46493 -23.11491 13.93776 0.084
H 2.98484 -22.06412 14.78929 0.080
N 8.74106 -31.27094 13.53362 -0.296
P 4.00275 -20.50455 12.85369 0.602
N 11.07349 -24.72506 16.24130 -0.173
H 10.37183 -24.71470 18.30573 0.117
H 11.76736 -30.54533 11.43575 0.086
H 12.00915 -22.21235 14.78273 0.097
H 12.66211 -27.23305 15.32808 0.072
O 3.50164 -19.64701 14.01125 -0.315
C 10.24544 -33.37380 16.22954 -0.090
C 11.86951 -22.92583 13.97060 -0.062
H 9.22541 -22.17932 14.90661 0.103
C 12.54303 -24.53921 16.55452 -0.030
H 12.69224 -23.61478 13.77937 0.087
C 5.67917 -19.59105 10.84426 -0.144
C 9.77355 -31.01753 16.51953 -0.117
H 10.48484 -34.20524 15.56659 0.077
H 6.63591 -25.24047 11.94125 0.083
N 11.60597 -25.99348 13.79282 -0.268
H 9.00838 -29.29683 13.79960 0.053
H 13.12621 -25.16860 15.88231 0.075

Record 2
110
Properties=species:S:1:pos:R:3:lowdin_charge:R:1 method="wB97M-V/def2-TZVPD" total_charge=0 smiles="CC1(C)CCCC(C)(C)N1O.NC(N)=O.NC(N)=O.NC(N)=O.NC(N)=O.NC(N)=O.NC(N)=O.NC(N)=O.NC(N)=O.NC(N)=O.NC(N)=O" e_lumo_ev=-0.207 homo_lumo_gap_ev=7.6 de_lowest_kj_mol=715.5 spin_multiplicity=1
O -4.26308 5.26528 5.08633 0.020
O 2.28672 5.92477 6.44582 0.018
N 2.80619 -6.26284 1.73591 0.149
H -6.87542 -2.94456 0.70146 0.116
H 0.36991 8.33129 -2.25606 0.126
H 7.18940 0.52897 -3.87676 0.118
H 7.89128 -4.76768 1.68128 0.101
H -4.39407 6.16337 2.12629 0.108
H -2.55947 -2.07911 -1.38036 0.108
C 1.44065 5.29002 7.05056 -0.758
H -3.65515 2.93334 -1.91232 0.114
H 6.20793 5.02457 3.24015 0.095
N -4.13313 -2.84545 -1.22033 -0.150
O -0.20063 0.73517 -1.20953 -0.009
N 7.11433 -4.32093 1.21560 0.139
C 2.72458 -5.03646 -3.22768 -0.778
H 0.54601 5.15637 8.91975 0.109
H -5.74821 6.01444 3.21698 0.125
N 6.38732 0.34408 -6.14829 0.159
H 1.20511 1.43980 1.42373 0.113
H 3.42052 -7.01303 2.01858 0.115
H 4.66951 5.12704 4.05298 0.116
N -5.16936 4.71049 -2.20841 0.156
N 0.34640 1.31313 0.90731 0.174
H 0.49863 3.52170 7.42117 0.107
H 4.05997 -3.94732 -4.21910 0.112
H -6.97485 -4.33527 -1.16614 0.089
O -6.56431 2.99147 -2.64255 -0.016
C -6.15218 -3.00698 -2.68522 -0.145
H 7.05335 1.04986 -5.86835 0.103
H -6.67549 -3.42112 -3.54704 0.121
H -6.31062 -1.93646 -2.81550 0.113
H 2.40292 5.84239 -1.76001 0.104
C 0.52280 0.68447 -0.20582 -0.791
H 1.04298 -4.02647 2.89378 0.116
H -5.06172 -5.45885 -2.03179 0.062
C -3.96839 -2.53446 -3.56307 -0.035
N 3.84269 -4.86518 -3.85796 0.169
H -6.50815 -1.48121 -0.25703 0.117
H 5.66907 -0.14664 -3.32816 0.126
H 1.26724 4.61261 -1.23789 0.116
C 5.04051 3.53147 2.72445 -0.735
H -2.46672 5.72238 2.60475 0.114
N 1.11100 4.02456 6.79488 0.155
H -0.47663 1.89849 0.89869 0.126
H -5.86512 5.37681 -2.51182 0.114
H -4.37094 5.11878 -1.74375 0.106
H -4.77907 -2.31844 2.07394 0.083
H 1.94694 7.62799 -2.18365 0.109
C -6.94185 -3.26860 -1.38806 -0.159
C -4.67226 -3.37771 -2.46333 -0.514
C -4.20143 -2.10155 1.17539 -0.028
C 7.25167 -3.09274 0.68425 -0.731
O 6.35612 -2.51682 0.07033 0.014
H 1.88307 -0.70369 -0.92557 0.119
C -4.46777 -4.86787 -2.72898 -0.021
C 0.50351 6.44680 -1.55062 -0.729
H -7.96791 -2.92621 -1.52254 0.103
N 5.26401 4.68760 3.36482 0.158
H -1.96588 5.59299 4.27371 0.124
H 6.05299 0.39400 -7.10004 0.121
H 2.65021 -6.10418 0.75071 0.104
O 2.40316 -5.97210 -2.47712 -0.009
C -3.91703 5.63546 3.97564 -0.822
H 5.80390 2.70890 1.14913 0.115
H 1.02990 -3.92252 -3.06518 0.119
C -4.85410 -2.97151 0.06094 -0.522
N -4.75435 5.95624 3.04683 0.165
H 1.07119 6.68887 8.37468 0.113
H 1.56028 3.58488 6.00437 0.113
H 8.77294 -3.06196 1.90897 0.106
H 1.40934 -4.54404 1.22448 0.107
H 8.70699 -1.70306 0.82607 0.115
H 2.28086 -3.15421 -3.87482 0.110
O 4.76180 -0.83573 -5.31701 0.068
N 1.98614 -3.98627 -3.38398 0.155
C 5.78837 -0.27481 -5.17221 -0.856
O -0.68458 6.31102 -1.13818 -0.028
N 6.08139 3.26163 1.94762 0.138
H -3.44586 -5.21402 -2.57410 0.086
C -6.28278 -2.53862 -0.11836 -0.110
H -4.82258 1.67718 -1.54877 0.119
H -4.04540 -1.03865 0.99106 0.079
H -2.93668 -2.88263 -3.51363 0.076
N 8.43427 -2.64900 1.05173 0.143
H -4.48346 -2.70920 -4.50767 0.085
N -4.59658 2.65316 -1.67711 0.162
H -4.97991 -4.46784 1.62771 0.087
N -2.70024 5.68752 3.58676 0.166
H 2.10695 -0.09411 0.66963 0.106
N 6.35730 -0.01487 -4.05553 0.167
C -4.81090 -4.38376 0.55418 -0.049
O -2.78634 -2.96506 -1.08843 -0.002
H -4.07270 -1.48324 -3.29443 0.085
H -4.84915 -5.09973 -3.72340 0.086
N 0.94529 7.51123 -2.12743 0.149
C 2.27104 -5.58531 2.72169 -0.766
H -5.33573 -5.16367 0.00248 0.071
H -3.15730 -2.32815 1.39114 0.073
N 0.85107 5.72993 8.14641 0.146
H -3.79098 -4.75919 0.47095 0.090
H 4.50358 -5.62334 -3.76562 0.124
H 6.21358 -4.77782 1.21532 0.110
O 3.98660 2.91268 2.69739 0.013
N 1.45304 5.52481 -1.62964 0.153
H 6.87042 3.89144 1.91772 0.101
N 1.50386 -4.62849 2.22650 0.157
O 2.41730 -5.91658 3.89407 0.014
N 1.54527 -0.12586 -0.16919 0.162
C -5.44494 3.42172 -2.27151 -0.756

Record 3
105
Properties=species:S:1:pos:R:3:lowdin_charge:R:1 method="wB97M-V/def2-TZVPD" total_charge=+1 e_lumo_ev=-1.982 homo_lumo_gap_ev=9.6 spin_multiplicity=1
H -1.92848 -11.33188 9.23029 0.111
H 5.20760 -19.53505 11.80382 0.123
H 6.57686 -17.86547 10.48588 0.138
H -3.26868 -17.17899 12.89490 0.123
H 1.47817 -20.50427 15.38114 0.129
C 1.52804 -20.98053 13.30663 -0.175
H -0.51172 -19.71232 13.79556 0.045
C 0.58817 -15.54377 14.20455 -0.259
C -2.59894 -15.22191 9.58151 -0.293
O 0.08648 -19.36846 14.45657 -0.085
H 5.13479 -21.59706 9.10239 0.101
O -0.28527 -14.47566 9.67236 -0.123
C -1.99795 -19.93953 8.32723 -0.588
C 2.87006 -15.19969 9.91181 -0.251
H -4.54300 -19.69624 12.08446 0.104
C -0.10783 -11.04838 10.27127 -0.537
H -0.89443 -16.07250 8.67631 0.062
H -5.22568 -21.96832 12.05287 0.072
H -3.41964 -15.55670 8.89410 0.144
H -2.77638 -21.07027 6.74756 0.114
N -3.63926 -22.17086 13.97836 0.148
H 4.79089 -19.23837 9.26825 0.027
H 2.57298 -21.07976 13.08580 0.114
H 2.00035 -20.05349 10.74495 0.008
Cs 0.18595 -17.54949 11.26521 1.249
O 4.95441 -18.29947 9.23936 -0.091
C 3.42540 -16.96883 6.39349 -0.199
H -2.88420 -14.15385 9.87901 0.140
H -0.02241 -19.32661 8.25048 0.055
N -1.12500 -10.76618 9.41959 0.185
H -3.89512 -20.26897 7.92281 0.140
C -3.35149 -18.25623 12.87637 -0.286
H 2.14928 -19.20332 14.24731 0.117
N -0.62805 -20.05733 7.95739 0.186
O 3.32584 -13.36278 8.39647 -0.025
H -4.47775 -22.79929 14.02634 0.125
H 4.32536 -13.60137 10.30048 0.152
H 1.17723 -9.71340 9.46392 0.106
H 2.65683 -13.10626 10.29395 0.106
O 1.35780 -13.71927 12.94610 -0.079
C 4.84212 -18.50141 11.74395 -0.236
H -1.47828 -14.64535 7.85510 0.119
O 2.95198 -15.53412 11.30176 -0.128
H 2.63339 -17.88492 8.70137 0.053
H -0.27829 -17.23384 14.85279 0.082
H 1.10648 -13.01843 12.32242 0.053
C -3.29274 -22.07004 12.63250 -0.658
H 1.75787 -15.26546 9.54451 0.110
O 2.07276 -19.95653 9.80558 -0.100
C -4.56447 -18.58669 12.11504 -0.187
H 3.22572 -16.38087 5.49663 0.109
C -1.29526 -15.13392 8.79974 -0.166
C 1.37837 -19.95915 14.43100 -0.199
C 5.45436 -17.81930 10.51629 -0.186
C 2.14211 -21.19827 9.27244 -0.279
H -0.12524 -14.97768 12.21736 0.049
C 0.20992 -14.53056 13.17748 -0.272
H 3.39020 -22.35191 7.86282 0.116
H 0.06011 -20.86797 11.92608 0.085
H 1.20983 -21.51769 8.77640 0.100
H -0.61139 -13.63159 9.98336 0.021
H 3.46114 -15.99597 9.37186 0.107
H 3.16347 -17.53089 11.61220 0.011
O -0.46194 -16.50749 14.22591 -0.146
H -3.95586 -18.43419 10.24773 0.021
C 3.32701 -13.78560 9.75681 -0.226
C 3.26225 -21.33828 8.21711 -0.167
O -4.56371 -17.94503 10.79277 -0.060
O -2.15450 -21.96976 12.20886 0.020
N -4.32054 -22.08382 11.71084 0.151
H 5.41020 -17.95894 12.57122 0.139
H 1.55551 -16.04278 13.85237 0.128
H 1.66796 -10.38825 10.95047 0.094
O 1.78958 -17.68255 8.27000 -0.138
O 0.92950 -20.47442 12.09995 -0.181
N -2.94952 -20.58971 7.62506 0.157
H 2.00956 -15.67410 7.44371 0.128
O 0.01160 -12.13013 10.94661 -0.041
H -3.55211 -18.61811 13.89633 0.139
H 3.78717 -13.95764 7.88227 0.020
H 1.10701 -21.98631 13.50678 0.140
H -0.67363 -13.95366 13.53091 0.145
H 2.19876 -21.98649 10.04625 0.132
O 3.46008 -18.38100 11.92982 -0.084
O 4.59516 -20.96185 8.62788 -0.085
H 3.07254 -20.69653 7.33538 0.125
O -2.40834 -19.24546 9.26147 -0.019
H -0.40166 -20.43378 7.05820 0.099
H -2.49078 -19.40083 11.58377 0.045
O -2.44182 -15.96220 10.69018 -0.115
H -2.96492 -22.03013 14.74090 0.121
H 5.08739 -16.86375 7.53450 0.078
H 0.76148 -15.09909 15.23558 0.150
H -5.49074 -18.31382 12.67128 0.144
O -2.25902 -18.93565 12.39053 -0.156
H -4.20024 -21.98211 10.70703 0.118
H -1.04558 -9.85509 8.99006 0.113
H 2.56274 -14.87886 11.89541 0.056
C 2.09777 -16.80467 7.20366 -0.250
H 1.23867 -16.88597 6.48441 0.122
H 3.68900 -18.03541 6.05272 0.146
H -3.21202 -16.52175 10.75820 0.044
N 0.91385 -10.08548 10.37150 0.153
O 4.47532 -16.25816 7.07304 -0.091
H 5.15606 -16.78019 10.58025 0.097

Record 4
94
Properties=species:S:1:pos:R:3:lowdin_charge:R:1 method="wB97M-V/def2-TZVPD" total_charge=0 smiles="NC(N)=O.NC(N)=O.CC(C)O.CC(C)O.CC(C)O.CC(C)O.CO.CO.CO.CO.CO" e_lumo_ev=-0.097 homo_lumo_gap_ev=8.7 de_lowest_kj_mol=366.7 spin_multiplicity=1
H 0.65840 0.81178 3.08773 0.059
H 2.67273 0.19966 -2.27031 0.053
H 0.63177 5.93356 0.21359 0.087
N 1.30224 -1.34931 1.73967 0.163
N -0.47531 -4.28692 1.22332 0.138
C 0.77488 3.66870 2.07513 -0.029
C -4.18882 0.99594 -0.04841 -0.012
O 3.48240 -1.72866 2.42886 -0.080
O 1.10568 -2.74022 -2.69550 -0.147
H 0.51000 3.17271 2.98160 0.064
N -1.37782 -2.32816 1.11536 0.137
C -3.57287 2.02947 2.12399 -0.020
H 1.62057 3.13931 1.65485 0.066
H 1.72193 6.79998 1.27918 0.065
H 0.13170 -2.27394 -4.43553 0.071
H 4.16585 3.89827 0.23210 0.042
H 3.93628 0.49060 -3.32964 0.072
H 1.90226 5.18909 2.94579 0.145
H -4.25314 -1.68828 -2.51669 0.012
H 2.88566 3.54732 -1.02302 0.101
H -1.74981 -2.44724 2.10972 0.178
H -3.33084 3.03639 2.54398 0.109
C 1.04359 5.13868 2.26562 -0.644
H -1.63622 0.67270 -2.36788 0.084
H -3.52431 0.13547 0.12194 0.072
C -3.54025 2.16277 0.62635 -0.673
H -4.36924 1.17436 -1.10794 0.098
C 3.89230 3.29354 -0.54921 -0.119
H 0.09120 -1.08535 3.02460 0.006
C -0.85115 -0.07520 -2.22608 0.013
H -0.07372 -0.03886 -3.01847 0.095
H -1.41315 -1.35683 0.74202 0.086
O -0.99618 0.10049 0.15538 -0.047
C 3.54569 -0.28837 -2.70259 -0.020
H -0.11472 5.57467 3.70017 0.126
H 1.59153 -0.39893 1.49948 0.117
C 0.60371 1.31660 -0.57787 -0.017
H 0.16689 -4.98521 0.74573 0.188
H 6.14028 -1.50748 -1.63491 0.126
C 1.43268 5.83659 0.94849 -0.011
H 1.09445 1.19541 0.32607 0.034
H 4.55834 -1.86293 0.06770 0.079
O 5.38304 -1.55257 -2.21437 0.062
H -0.13785 2.09405 -0.56605 0.077
H 3.09821 -2.20600 -0.82927 0.092
O 3.93319 1.93738 -0.07516 -0.112
C 2.23150 -2.13615 2.12633 -0.626
H -2.11949 3.22921 0.70785 0.145
C -4.58945 -2.76131 -0.05848 -0.179
H -3.29913 -3.59177 -4.43721 0.077
H -2.78379 -2.35576 -0.07765 0.019
C -0.21045 0.04994 -0.81155 -0.594
H -0.54780 1.09723 4.42239 0.105
O -2.36166 2.36217 0.34654 -0.004
H -5.51820 -2.41462 -0.50459 0.092
C -0.35171 0.70147 3.40198 -0.147
C 4.54990 -0.80188 -1.72456 -0.705
H 1.33556 1.47918 -1.35443 0.073
H -1.00740 1.09939 2.64561 0.038
H -4.66601 -2.67133 0.99442 0.069
H 0.48120 -2.88877 -2.00607 -0.046
H 3.35075 -0.67580 -0.03829 0.044
H 0.93010 -3.78324 2.02938 0.034
H 0.51073 -0.80615 -0.72275 0.138
C 3.84193 -1.43209 -0.61083 -0.063
O -3.52270 -2.17625 -0.66290 -0.140
H -0.36775 -3.82452 -3.68648 0.082
H -0.73535 -4.38276 2.21001 0.151
C 0.50828 -3.15787 -3.88429 -0.176
O -0.52243 -3.28372 -0.87624 -0.046
H -5.13312 0.69403 0.36387 0.085
H -4.10933 3.06809 0.33705 0.155
H 4.65411 3.41724 -1.25322 0.064
H -2.93871 1.19245 2.36803 0.066
N 1.81086 -3.37265 2.37852 0.168
H 2.48199 -4.12014 2.58082 0.129
H 0.10749 3.45425 1.26232 0.057
H 1.24366 -3.70801 -4.49573 0.080
O -0.66798 -0.68423 3.46796 -0.148
H -2.34610 -2.11722 -3.76438 0.061
H 5.12467 0.02279 -1.19577 0.150
H -4.56191 -3.82767 -0.24177 0.085
H -1.49038 0.92706 0.11486 0.067
H -1.32062 -1.08273 -2.15599 0.062
H 0.42309 -1.67026 1.32545 0.077
H 3.16671 -1.10031 -3.33547 0.088
H 2.28053 5.26108 0.49407 0.068
C -3.17926 -2.83495 -3.66635 -0.157
C -0.80825 -3.30535 0.45911 -0.592
O -4.37519 -2.11856 -3.34189 -0.119
O 0.10654 5.76753 2.79109 0.038
H -4.55778 1.69841 2.46257 0.087
H 3.39742 1.76877 0.67228 0.034
H -2.91715 -3.54924 -2.84514 0.073

The records above yield molecular weight values of 598.7 757.8 809.6 520.7 g mol⁻¹, respectively.